1.
The following is a quantum chemistry calculation of a cluster of 2 separate species, C26H49N2O5 in total, from OMol25.

XYZ file:
```
82
Properties=species:S:1:pos:R:3:forces:R:3
C -3.076 3.800 4.829 0.77 0.22 -0.83
C -2.056 3.018 3.827 -0.73 0.36 0.85
C -1.188 4.021 2.918 -0.81 -1.70 -1.17
C -0.175 3.081 2.048 0.18 1.99 2.18
O -0.968 2.555 0.947 2.51 -2.00 -1.32
C -0.205 1.725 0.090 1.49 -1.56 -1.73
C 1.259 2.006 -0.380 -2.96 -3.92 -1.23
C 1.880 0.916 -1.344 -2.87 0.07 1.16
C 3.409 1.161 -1.820 -0.39 -1.01 0.02
O 4.053 2.233 -1.110 -0.18 -1.70 0.00
C 4.561 1.811 0.182 -0.13 0.34 1.70
C 1.053 -0.338 -1.812 0.43 1.98 0.89
C 1.655 -1.445 -2.833 -0.95 -0.04 0.97
C 2.687 -2.415 -2.079 2.22 -0.15 -1.34
N 3.885 -2.628 -2.594 -3.47 1.11 0.79
N -0.318 -0.524 -1.322 2.02 3.75 1.79
O -1.083 -1.587 -1.691 0.02 0.72 -0.98
C -1.987 -1.164 -2.792 -1.97 0.61 -1.42
C -3.545 -1.388 -2.429 -0.43 0.39 -0.40
C -4.400 -0.013 -2.371 -1.00 0.39 0.35
C -5.370 0.054 -1.058 0.05 -0.23 -0.26
C -0.928 0.417 -0.411 0.21 1.38 0.41
O -2.256 0.138 0.057 4.02 0.35 -0.64
C -2.078 -0.378 1.426 0.40 -1.41 1.85
C -2.492 -1.954 1.555 -0.98 1.27 1.23
C -4.045 -1.925 2.068 0.62 0.91 -0.67
C -1.649 -2.640 2.738 0.53 -0.33 -0.20
C -1.250 -4.177 2.489 0.23 -0.75 -0.04
C -2.327 -5.039 1.662 0.86 -0.82 0.42
C 0.230 -4.373 1.846 0.05 0.26 1.49
H -3.709 4.538 4.197 0.94 -1.21 1.19
H -2.407 4.400 5.546 -1.30 -0.82 -0.88
H -3.764 3.082 5.404 1.16 1.14 -0.90
H -1.355 2.397 4.482 -0.88 0.71 -0.95
H -2.696 2.296 3.186 1.27 1.21 0.78
H -1.923 4.456 2.134 1.36 -0.22 1.38
H -0.637 4.831 3.505 -0.80 -1.24 -0.84
H 0.726 3.716 1.721 -1.43 -1.03 0.06
H 0.203 2.279 2.774 -0.52 0.68 -1.42
H 1.812 2.941 -0.045 -0.72 -1.60 -0.69
H 3.456 1.387 -2.938 -0.25 -0.12 1.52
H 3.961 0.160 -1.658 -0.72 1.50 -0.23
H 5.477 2.441 0.504 -1.48 -0.99 -0.99
H 3.750 2.031 0.980 1.25 -0.53 -1.14
H 4.829 0.697 0.244 -0.36 1.61 -0.37
H 2.116 -0.920 -3.747 -0.40 -0.73 1.61
H 0.811 -2.111 -3.254 1.11 1.21 0.87
H 2.422 -2.989 -1.114 0.09 1.18 -1.59
H 3.916 -2.053 -3.466 0.39 -0.56 0.64
H -1.842 -0.042 -3.038 0.05 -1.85 0.66
H -1.777 -1.734 -3.769 0.23 0.56 1.78
H -4.003 -2.006 -3.291 0.81 0.72 1.59
H -3.705 -1.939 -1.428 0.58 0.73 -1.68
H -3.741 0.927 -2.406 -0.81 -1.45 0.13
H -5.121 0.079 -3.270 1.42 -0.36 1.25
H -5.569 -1.023 -0.700 0.27 1.68 -0.44
H -6.396 0.511 -1.301 1.64 -0.60 0.26
H -4.905 0.667 -0.209 -0.60 -1.01 -1.22
H -0.969 -0.329 1.721 -1.56 0.19 -0.49
H -2.669 0.268 2.184 0.85 -0.98 -1.54
H -2.377 -2.442 0.530 -0.04 0.60 1.49
H -4.643 -1.302 1.301 0.63 -1.32 1.18
H -4.065 -1.293 3.039 0.03 -1.29 -1.44
H -4.474 -2.966 2.245 0.52 1.51 -0.31
H -0.664 -2.073 2.948 -1.49 -0.76 -0.34
H -2.269 -2.590 3.696 0.82 0.03 -1.30
H -1.185 -4.668 3.538 -0.15 0.78 -1.73
H -1.777 -5.998 1.315 -1.00 1.52 0.57
H -2.719 -4.544 0.712 0.33 -0.56 1.48
H -3.141 -5.398 2.382 0.81 0.74 -1.33
H 0.961 -4.358 2.745 -0.99 0.08 -1.56
H 0.539 -3.505 1.170 -0.52 -1.33 0.58
H 0.349 -5.409 1.372 -0.23 1.70 0.41
C 7.662 2.209 -2.838 0.13 -0.08 0.12
C 7.499 2.819 -4.216 -0.20 0.04 0.31
O 6.282 2.379 -4.806 -0.24 -0.12 -0.17
H 7.661 1.118 -2.899 0.09 0.08 -0.06
H 8.596 2.535 -2.374 -0.08 -0.03 0.04
H 6.828 2.494 -2.188 0.06 0.11 0.00
H 8.321 2.516 -4.868 -0.22 -0.01 -0.07
H 7.488 3.912 -4.161 0.20 0.00 0.03
H 5.560 2.660 -4.228 0.22 0.02 -0.14
```
Positions in Å, forces in eV/Å.

Results
total charge: +1
HOMO-LUMO gap: 7.80 eV
energy above the lowest of the compared OMol25 structures with the same formula, charge and spin: 21.01 kJ/mol

=====

2.
The following is a quantum chemistry calculation of a cluster of 9 separate species, C26H49N4O5S4 in total, from OMol25.

XYZ file:
```
88
Properties=species:S:1:pos:R:3:forces:R:3
C 1.016 -12.448 5.985 0.35 -0.31 0.03
C 1.558 -11.085 6.412 -0.20 0.69 -0.58
O 0.579 -10.130 6.539 0.10 -0.44 0.22
H 0.390 -12.910 6.753 0.03 0.04 0.05
H 1.833 -13.139 5.743 -0.03 -0.04 0.11
H 0.421 -12.364 5.072 -0.07 0.14 0.04
H 2.298 -10.808 5.621 0.03 0.04 -0.41
H 2.263 -11.188 7.263 -0.35 -0.21 0.54
C 3.966 -11.893 10.184 0.72 -0.79 0.15
S 2.262 -12.069 10.836 0.87 1.49 0.19
O 2.441 -12.003 12.328 -0.17 -0.23 -0.83
C 1.731 -10.405 10.325 -0.14 0.40 -0.41
H 4.466 -12.842 10.402 -0.12 0.00 0.09
H 4.521 -11.131 10.732 -0.42 0.16 0.20
H 4.133 -11.724 9.119 -0.71 0.07 -0.07
H 1.542 -10.271 9.253 -0.30 -0.76 -0.01
H 2.460 -9.608 10.489 0.24 -0.37 0.71
H 0.819 -10.190 10.880 -0.02 0.04 -0.04
C 0.697 -10.093 3.297 1.31 0.00 0.60
S 1.051 -8.616 2.336 0.35 -1.03 -1.91
O 1.333 -9.170 0.943 -0.24 0.81 1.10
C 2.667 -8.283 3.079 0.30 -1.03 0.99
H 1.608 -10.699 3.245 -0.05 0.01 -0.22
H -0.094 -10.702 2.879 -0.42 0.49 -0.08
H 0.602 -9.836 4.359 -0.52 -0.03 0.08
H 3.419 -7.783 2.476 -0.60 0.45 -0.38
H 3.113 -9.254 3.322 -0.07 -0.03 -0.13
H 2.519 -7.801 4.046 -0.15 0.24 -0.26
C 2.707 -14.782 8.324 0.19 0.61 -1.29
S 4.211 -15.773 8.467 -0.84 -1.04 -0.02
O 3.718 -17.191 8.608 0.57 0.79 -0.28
C 4.782 -15.505 6.744 -0.52 0.39 0.24
H 3.003 -13.734 8.221 -0.09 0.05 0.66
H 1.984 -14.995 9.103 0.33 0.12 0.38
H 2.221 -14.945 7.356 0.03 -0.59 0.13
H 3.919 -15.326 6.105 0.02 -0.21 -0.06
H 5.337 -16.370 6.395 0.10 -0.04 0.22
H 5.392 -14.601 6.741 0.16 -0.10 0.00
C 0.697 -5.011 3.895 -0.46 -0.82 0.82
S 1.398 -5.343 5.579 -0.96 1.00 -0.74
O 0.792 -4.219 6.373 0.49 -0.41 0.07
C 0.466 -6.835 5.987 0.27 0.34 -0.49
H 0.765 -5.882 3.240 0.42 0.18 -0.11
H 1.141 -4.101 3.508 0.18 -0.09 -0.05
H -0.370 -4.861 4.072 0.04 0.21 0.08
H 0.477 -7.516 5.136 0.07 -0.13 0.14
H -0.561 -6.565 6.227 0.02 0.09 0.11
H 0.996 -7.261 6.831 -0.18 -0.25 -0.05
N -0.496 -8.465 8.820 0.56 1.56 -0.01
C -1.538 -8.617 9.696 0.58 -0.96 -0.72
C -1.306 -7.821 10.805 -1.13 -1.12 -0.24
C -0.101 -7.175 10.580 0.67 1.38 -0.60
C 0.337 -7.486 9.304 0.27 -0.84 1.29
H -0.318 -8.919 7.922 -0.07 -0.45 0.13
H -2.192 -9.429 9.411 -0.57 0.34 0.64
H -1.955 -7.741 11.661 0.05 -0.04 0.05
H 0.347 -6.435 11.228 0.07 -0.06 -0.04
H 1.295 -7.209 8.896 -0.15 -0.09 -0.40
N -2.038 -10.383 5.438 0.08 -1.68 -0.37
C -2.715 -10.567 4.261 -0.80 1.30 0.59
C -3.967 -9.941 4.422 1.32 -1.07 -1.03
C -4.013 -9.515 5.740 -1.07 0.47 1.84
C -2.867 -9.887 6.402 0.91 0.78 -1.26
H -1.056 -10.645 5.585 -0.02 0.35 0.50
H -2.274 -11.096 3.437 0.05 0.15 -0.15
H -4.708 -9.808 3.653 -0.10 -0.10 0.05
H -4.825 -9.000 6.238 -0.05 -0.09 -0.19
H -2.459 -9.707 7.379 -0.29 0.14 0.08
N -2.455 -12.974 7.560 -1.07 -0.56 0.83
C -2.559 -13.783 8.670 1.26 0.01 -0.18
C -3.601 -14.652 8.502 -0.07 0.23 -0.35
C -4.238 -14.295 7.265 0.51 -0.28 0.94
C -3.522 -13.247 6.761 -0.09 0.30 -1.41
H -1.703 -12.336 7.372 -0.16 0.28 -0.01
H -1.774 -13.686 9.406 -0.22 -0.29 0.19
H -3.840 -15.494 9.130 -0.11 0.14 0.18
H -5.081 -14.818 6.849 -0.10 0.28 -0.19
H -3.693 -12.676 5.860 0.08 -0.03 0.02
N 4.045 -8.682 6.693 1.38 0.14 0.98
C 4.168 -7.409 6.215 -1.59 -0.78 -1.26
C 4.504 -6.569 7.221 0.74 -0.09 0.68
C 4.721 -7.392 8.368 0.44 -0.12 -0.16
C 4.514 -8.701 7.991 -1.17 0.27 -0.10
H 3.721 -9.494 6.200 -0.09 0.02 -0.18
H 3.791 -7.282 5.212 0.48 0.63 0.15
H 4.706 -5.513 7.162 -0.24 0.05 -0.08
H 5.048 -7.022 9.327 0.01 -0.20 0.06
H 4.490 -9.631 8.533 0.13 0.15 0.18
```
Positions in Å, forces in eV/Å.

Results
total charge: -1
HOMO-LUMO gap: 7.90 eV

=====

3.
The following is a quantum chemistry calculation of a structure of composition C26H50BCrN4OP2SbSe4, from OMol25.

XYZ file:
```
90
Properties=species:S:1:pos:R:3:forces:R:3
Cr 0.443 0.905 0.327 -0.06 0.31 0.11
C 1.769 1.382 -4.634 -0.01 -0.02 0.01
C 1.820 1.732 -3.141 0.03 0.00 -0.04
C 2.123 3.220 -2.952 0.01 0.01 -0.02
C 2.971 0.913 -2.537 0.00 0.01 0.01
P 0.268 1.284 -2.192 0.03 0.04 0.05
C -0.117 -0.421 -2.801 -0.04 0.00 -0.02
N -0.882 -1.016 -1.737 0.05 -0.12 -0.08
B -0.981 -0.451 -0.430 -0.03 -0.11 -0.02
N -1.937 -1.245 0.261 -0.06 -0.10 0.08
C -2.263 -1.108 1.657 -0.03 -0.02 0.01
P -0.842 -0.215 2.449 -0.01 -0.05 -0.01
C 0.211 -1.621 3.124 0.03 -0.05 0.02
C -0.324 -2.347 4.359 -0.01 0.03 0.02
C 1.591 -1.046 3.454 -0.01 -0.03 0.02
C 0.329 -2.678 2.014 0.00 0.01 0.05
C -1.722 0.719 3.823 -0.04 0.04 0.01
C -0.701 1.419 4.724 0.00 -0.03 -0.01
C -2.617 1.777 3.145 0.00 0.02 -0.05
C -2.638 -0.169 4.680 0.03 0.02 -0.02
C -2.402 -2.248 -0.593 0.01 0.03 -0.05
C -3.326 -3.257 -0.390 0.00 -0.03 -0.01
C -3.587 -4.124 -1.448 0.01 0.01 -0.01
C -2.948 -3.978 -2.675 0.01 0.02 0.02
C -2.018 -2.963 -2.886 -0.03 -0.02 0.00
C -1.750 -2.106 -1.834 -0.01 0.07 0.05
C -1.230 2.268 -2.768 -0.04 -0.01 -0.02
C -2.506 1.538 -2.320 0.01 0.01 -0.04
C -1.239 3.644 -2.100 -0.03 0.00 -0.03
C -1.294 2.451 -4.286 0.02 -0.02 0.00
H 2.747 1.603 -5.069 0.00 0.00 0.01
H 1.033 1.954 -5.187 -0.01 0.01 -0.01
H 1.578 0.320 -4.798 -0.01 0.01 -0.01
H 3.123 3.435 -3.335 -0.01 0.00 -0.01
H 2.101 3.517 -1.900 -0.01 0.00 0.00
H 1.419 3.849 -3.497 0.01 0.00 0.00
H 3.890 1.163 -3.072 -0.01 0.01 0.01
H 2.813 -0.162 -2.644 0.00 -0.01 0.00
H 3.124 1.134 -1.483 0.01 0.01 0.01
H 0.807 -0.965 -3.014 0.03 -0.01 -0.01
H -0.688 -0.375 -3.733 -0.02 0.01 0.00
H -2.401 -2.083 2.131 0.02 -0.02 0.01
H -3.187 -0.547 1.804 0.00 -0.02 0.02
H -0.310 -1.722 5.250 0.03 0.00 0.00
H 0.327 -3.203 4.556 0.01 0.01 -0.02
H -1.332 -2.734 4.210 -0.03 0.01 0.01
H 1.554 -0.355 4.296 0.01 0.02 0.00
H 2.026 -0.509 2.615 0.03 0.01 -0.05
H 2.272 -1.859 3.724 -0.02 0.02 0.00
H -0.590 -3.256 1.909 0.01 0.00 0.00
H 1.124 -3.378 2.287 0.00 0.02 -0.01
H 0.561 -2.247 1.048 0.04 0.03 -0.10
H 0.011 2.015 4.149 0.01 -0.01 0.03
H -0.146 0.710 5.338 0.02 -0.03 0.01
H -1.229 2.095 5.400 0.00 0.00 0.00
H -2.076 2.700 2.961 -0.01 0.00 -0.02
H -3.453 2.013 3.806 0.02 0.00 0.01
H -3.041 1.443 2.195 -0.01 0.06 0.05
H -2.103 -0.910 5.262 -0.02 0.00 0.00
H -3.404 -0.674 4.092 -0.03 -0.04 -0.06
H -3.160 0.480 5.387 0.00 0.02 -0.01
H -3.842 -3.368 0.556 0.01 0.01 -0.01
H -4.307 -4.921 -1.316 0.01 0.01 0.00
H -3.179 -4.663 -3.480 0.01 0.01 0.01
H -1.524 -2.852 -3.844 0.00 0.00 0.01
H -2.540 1.408 -1.238 -0.01 -0.02 0.04
H -2.634 0.565 -2.795 0.00 0.01 0.01
H -3.358 2.159 -2.604 0.01 0.00 0.00
H -1.363 3.547 -1.023 -0.01 0.01 0.04
H -2.087 4.212 -2.489 0.00 -0.01 0.02
H -0.337 4.218 -2.289 0.05 0.03 -0.02
H -1.219 1.509 -4.832 0.01 0.01 -0.01
H -0.527 3.133 -4.648 0.00 0.01 0.00
H -2.261 2.893 -4.535 0.00 0.00 0.01
Se 4.273 1.678 2.800 0.10 -0.02 0.12
Sb 2.820 2.419 1.115 0.14 0.08 -0.27
Se 3.108 4.921 0.875 -0.37 0.09 0.10
Se 0.744 5.123 0.473 0.55 -0.05 -0.20
Se 0.017 3.146 1.482 -0.35 -0.11 0.24
C 5.001 -2.139 0.479 -0.01 0.03 0.00
N 3.901 -1.193 0.569 0.06 -0.08 0.01
C 2.730 -1.346 -0.040 -0.09 -0.02 -0.02
N 2.529 -2.411 -0.842 0.03 -0.03 -0.04
O 1.811 -0.502 0.102 0.01 -0.08 0.04
H 5.839 -1.737 1.040 0.00 0.01 0.01
H 5.322 -2.271 -0.556 0.00 0.00 0.00
H 4.737 -3.107 0.910 -0.01 0.00 0.00
H 3.986 -0.403 1.206 0.02 0.02 0.03
H 3.177 -3.177 -0.880 -0.01 0.01 0.00
H 1.591 -2.558 -1.177 -0.01 -0.01 0.00
```
Positions in Å, forces in eV/Å.

Results
2S+1: 4
total charge: +1
HOMO-LUMO gap (spin up / spin down): 6.21 / 6.35 eV

=====

4.
The following is a quantum chemistry calculation of a structure of composition C26H50CaGeO10P, from OMol25.

XYZ file:
```
89
Properties=species:S:1:pos:R:3:forces:R:3
Ca 0.159 0.594 -0.269 0.07 -0.01 0.15
C -3.089 -0.423 -0.477 -0.01 -0.03 0.04
O -2.005 -0.315 0.454 0.02 0.12 -0.05
C -2.437 0.102 1.742 0.01 -0.01 -0.03
C -1.242 0.093 2.657 0.02 0.00 -0.02
O -0.283 1.005 2.120 0.01 0.00 0.01
C 0.922 1.079 2.881 -0.01 -0.01 -0.02
C 1.816 2.093 2.218 0.00 0.00 -0.02
O 2.034 1.669 0.880 -0.07 -0.02 -0.07
C 2.922 2.515 0.150 0.00 0.00 0.01
H -3.817 -1.150 -0.109 0.00 -0.01 0.00
H -2.669 -0.750 -1.423 0.01 0.00 -0.01
H -3.567 0.549 -0.611 -0.01 0.01 0.01
H -3.199 -0.584 2.124 0.00 -0.01 0.01
H -2.867 1.108 1.679 -0.01 0.00 -0.01
H -0.805 -0.910 2.704 0.00 0.00 0.00
H -1.534 0.407 3.663 0.00 0.01 0.00
H 1.404 0.096 2.898 0.00 -0.01 0.00
H 0.702 1.387 3.907 0.00 0.00 0.00
H 2.766 2.158 2.756 0.01 0.00 0.00
H 1.342 3.081 2.221 0.00 0.00 0.00
H 3.904 2.531 0.627 0.00 0.00 0.00
H 2.525 3.533 0.100 0.00 0.01 0.00
H 3.001 2.102 -0.853 0.00 0.00 0.00
C 2.983 -2.156 -0.764 -0.01 0.00 -0.02
C 1.661 -2.385 -0.113 0.02 0.06 0.00
O 1.057 -1.442 0.400 -0.05 -0.05 0.04
H 3.638 -3.021 -0.654 0.00 0.00 0.00
H 3.454 -1.247 -0.390 0.00 0.00 0.01
H 2.785 -2.011 -1.834 0.00 0.00 0.00
C -0.526 5.254 0.747 0.00 0.01 -0.02
O -0.760 4.941 -0.629 0.00 -0.03 0.05
P -0.901 3.377 -1.043 -0.04 -0.13 -0.03
O -1.022 3.575 -2.628 0.01 0.01 -0.01
C 0.183 3.780 -3.382 -0.01 -0.01 0.00
O -2.417 2.994 -0.672 0.01 0.08 0.00
C -3.537 3.705 -1.240 0.00 -0.01 0.00
H -0.841 6.283 0.900 0.01 0.00 0.00
H 0.536 5.168 0.981 0.01 -0.01 0.01
H -1.104 4.607 1.411 0.00 0.00 0.00
H -0.059 3.586 -4.422 0.00 0.00 0.00
H 0.965 3.086 -3.061 0.00 0.00 0.00
H 0.525 4.808 -3.266 0.00 0.01 0.00
H -4.400 3.481 -0.618 0.00 0.00 0.00
H -3.707 3.362 -2.258 0.00 0.00 0.00
H -3.350 4.777 -1.240 0.00 0.00 0.00
O 2.551 -1.217 -4.148 0.02 0.02 0.01
C 1.580 -0.686 -4.945 -0.03 -0.01 -0.02
C 1.606 -0.882 -6.322 0.00 -0.01 0.00
C 0.589 -0.389 -7.120 -0.01 0.00 0.00
C -0.481 0.292 -6.554 0.01 0.00 0.00
C -0.510 0.474 -5.184 0.02 0.03 0.00
C 0.520 0.014 -4.365 -0.01 -0.01 0.01
C 0.420 0.277 -2.900 0.03 -0.07 0.06
O 1.460 0.476 -2.208 -0.03 0.03 0.00
O -0.738 0.306 -2.379 0.03 0.02 -0.05
H 3.194 -1.666 -4.708 0.00 0.00 0.00
H 2.428 -1.434 -6.765 0.00 0.00 0.00
H 0.630 -0.548 -8.190 0.00 0.00 0.00
H -1.281 0.670 -7.175 0.00 0.00 0.00
H -1.338 0.985 -4.709 0.00 0.00 0.00
C -2.881 -7.265 0.318 0.00 0.01 0.00
C -2.113 -5.998 -0.033 -0.02 -0.01 0.00
C -1.591 -5.269 1.200 0.00 0.00 0.00
C -0.870 -3.961 0.875 -0.02 0.02 -0.01
Ge 0.749 -4.180 -0.200 0.00 0.03 -0.06
C 0.669 -4.509 -2.134 0.01 -0.04 0.01
C -0.055 -3.446 -2.961 0.00 0.00 0.00
C -1.573 -3.484 -2.821 -0.01 0.02 0.01
C -2.270 -2.534 -3.786 0.00 0.03 0.02
H -3.246 -7.772 -0.574 0.00 0.00 0.00
H -3.742 -7.037 0.949 0.00 0.00 0.00
H -2.247 -7.966 0.865 0.00 0.00 0.00
H -2.754 -5.320 -0.608 0.01 -0.01 0.01
H -1.275 -6.252 -0.692 -0.02 0.00 0.01
H -0.919 -5.935 1.752 0.00 0.00 0.00
H -2.430 -5.064 1.871 0.00 0.00 0.00
H -0.543 -3.463 1.792 0.00 -0.01 0.01
H -1.542 -3.261 0.370 0.02 -0.01 0.01
H 1.687 -5.209 0.455 0.01 0.02 0.01
H 0.229 -5.493 -2.311 0.00 0.00 0.00
H 1.715 -4.586 -2.445 0.00 0.01 0.00
H 0.200 -3.581 -4.018 0.00 -0.01 0.00
H 0.309 -2.445 -2.702 0.01 0.03 0.00
H -1.856 -3.238 -1.791 0.02 -0.01 -0.04
H -1.916 -4.510 -2.991 -0.02 0.00 0.00
H -1.935 -1.506 -3.630 -0.02 -0.03 0.00
H -3.354 -2.565 -3.661 0.00 -0.01 -0.01
H -2.048 -2.799 -4.822 0.01 0.00 0.00
```
Positions in Å, forces in eV/Å.

Results
total charge: +1
HOMO-LUMO gap: 9.03 eV
energy above the lowest of the compared OMol25 structures with the same formula, charge and spin: 0.00 kJ/mol

=====

Q: Which max |F| values were calculated for the entries above? A: 5.07, 2.20, 0.59, 0.17, in eV/A.
Q: Which calculated total energy values were calculated for the entries above? A: -1505.120842, -3207.924145, -12912.978192, -4868.969442, in Ha.